C3H4N2OS | ωB97M-V/def2-TZVPD

Positions of all 11 atoms, in Å:
1 C 1.164 -0.605 -1.510
2 C 0.407 -0.929 0.479
3 N 0.276 0.444 -1.221
4 O -1.341 0.837 2.344
5 H 1.719 -0.680 -2.355
6 H 0.195 -1.309 1.427
7 S -1.168 1.554 0.811
8 H -0.067 1.048 -1.975
9 C -0.124 0.288 0.097
10 H -2.330 0.731 2.373
11 N 1.269 -1.380 -0.470

Atoms 1-2, force components in eV/Å:
-2.399 1.119 3.588
-0.203 2.458 -0.282

Results
* energy relative to the best compared isomer or geometry (same formula, charge and spin): 1.6745 eV
* SMILES: OSc1cnc[nH]1
* frontier orbital gap: 8.310 eV
* lowest unoccupied orbital energy: 0.14 eV
* electronic energy: -19037.374 eV


C3H4N2OS2 | ωB97M-V/def2-TZVPD

Positions of all 12 atoms, in Å:
1 S 0.442 -1.966 -0.226
2 C 0.531 -0.137 0.036
3 C -0.916 0.391 0.338
4 S 3.112 -0.370 -0.028
5 H 3.937 0.699 -0.447
6 H -0.878 0.722 1.349
7 H -0.560 2.162 -0.515
8 C -1.769 -0.802 0.106
9 O -1.365 1.524 -0.473
10 N 1.657 0.490 0.006
11 N -1.302 -1.938 -0.076
12 H -2.888 -0.774 -0.072

Atoms 1-2, force components in eV/Å:
-1.130 1.464 0.817
1.791 -1.123 -0.455

Results
* energy relative to the best compared isomer or geometry (same formula, charge and spin): 2.4052 eV
* SMILES: O[C@H]1C=NS/C1=N\S
* frontier orbital gap: 8.969 eV
* lowest unoccupied orbital energy: 0.09 eV
* electronic energy: -29871.738 eV